Entry 1:
Here is a structure of composition C48H26N11Sn from the OMol25 dataset. Energies are from the ωB97M-V functional and the def2-TZVPD basis.

- Molar mass: 875.524 g/mol
- Max |F|: 0.4 eV/A
- E_HOMO (alpha / beta): -4.03 / -4.02 eV
- Kohn-Sham gap (alpha / beta): 5.01 / 4.99 eV
- Net charge: -1

Geometry as XYZ:
```
86
Properties=species:S:1:pos:R:3:lowdin_charge:R:1
Sn 0.062 -0.570 -0.088 1.3732
C 2.875 0.186 -6.092 -0.0905
C 3.665 -0.896 -5.695 -0.0900
C 3.293 -1.703 -4.630 -0.0174
C 2.118 -1.392 -3.965 -0.1070
C 1.476 -1.955 -2.776 -0.2955
N 1.861 -3.107 -2.255 0.1976
C 1.254 -3.680 -1.221 -0.2907
C 1.463 -5.080 -0.848 -0.1047
C 2.228 -6.104 -1.387 -0.0241
C 2.132 -7.360 -0.808 -0.0976
C 1.290 -7.590 0.283 -0.0977
C 0.524 -6.568 0.824 -0.0239
C 0.620 -5.311 0.249 -0.1047
C -0.065 -4.041 0.496 -0.2897
N -0.974 -3.877 1.451 0.1981
C -1.787 -2.837 1.511 -0.2976
N -1.926 -1.818 0.620 0.0354
C -3.015 -1.086 0.964 -0.3229
N -3.552 -0.089 0.286 0.2029
C -3.028 0.398 -0.828 -0.2793
N -1.776 0.218 -1.325 0.0445
C -1.716 0.743 -2.577 -0.2780
N -0.738 0.652 -3.466 0.2021
C 0.248 -0.221 -3.372 -0.3295
N 0.397 -1.196 -2.443 0.0368
C 1.330 -0.304 -4.356 -0.1235
C 1.697 0.494 -5.429 -0.0197
C -2.979 1.405 -2.880 -0.1031
C -3.444 2.083 -3.997 -0.0203
C -4.748 2.550 -3.977 -0.0939
C -5.577 2.331 -2.871 -0.0938
C -5.119 1.641 -1.760 -0.0203
C -3.809 1.186 -1.773 -0.1037
C -3.607 -1.624 2.190 -0.1251
C -4.656 -1.210 2.997 -0.0184
C -4.890 -1.916 4.167 -0.0901
C -4.095 -3.008 4.524 -0.0898
C -3.052 -3.430 3.713 -0.0173
C -2.819 -2.725 2.544 -0.1128
N 0.365 -3.115 -0.383 0.0479
H 3.196 0.798 -6.926 0.0951
H 4.591 -1.100 -6.219 0.0951
H 3.899 -2.541 -4.310 0.1095
H 2.883 -5.916 -2.228 0.1077
H 2.710 -8.181 -1.216 0.0934
H 1.228 -8.586 0.704 0.0934
H -0.125 -6.737 1.674 0.1077
H 1.080 1.335 -5.721 0.1109
H -2.799 2.244 -4.851 0.1089
H -5.137 3.086 -4.834 0.0942
H -6.594 2.702 -2.888 0.0942
H -5.755 1.461 -0.903 0.1089
H -5.257 -0.355 2.715 0.1109
H -5.697 -1.612 4.823 0.0952
H -4.290 -3.528 5.454 0.0951
H -2.421 -4.267 3.982 0.1096
N 4.693 7.895 5.205 0.1403
C 4.175 7.040 4.636 -0.1966
C 3.527 5.979 3.929 -0.2421
C 4.195 4.774 3.709 -0.0204
C 3.561 3.752 3.026 -0.0091
C 2.259 3.909 2.560 -0.2007
C 1.599 5.116 2.783 -0.0116
C 2.223 6.146 3.460 -0.0201
C 1.581 2.806 1.821 -0.0553
C 2.019 2.617 0.507 -0.2732
C 2.978 3.450 -0.155 -0.0467
C 3.085 2.981 -1.440 -0.0865
C 2.188 1.887 -1.521 -0.1728
N 1.552 1.663 -0.383 -0.0237
C 0.592 2.122 2.534 -0.2732
C 0.202 2.424 3.879 -0.0471
C -0.790 1.536 4.207 -0.0872
C -0.967 0.719 3.061 -0.1723
N -0.157 1.053 2.071 -0.0235
H 5.206 4.655 4.073 0.1165
H 4.072 2.814 2.847 0.1300
H 0.589 5.236 2.415 0.1307
H 1.719 7.087 3.634 0.1166
H 3.501 4.285 0.283 0.1002
H 3.712 3.359 -2.232 0.0835
H 2.009 1.271 -2.390 0.0818
H 0.624 3.193 4.506 0.0992
H -1.331 1.459 5.137 0.0837
H -1.656 -0.107 2.963 0.0842
```

Entry 2:
Here is a structure of composition C48H29Cl3FeN10OS from the OMol25 dataset. Energies are from the ωB97M-V functional and the def2-TZVPD basis.

- Molar mass: 956.100 g/mol
- Max |F|: 0.8 eV/A
- E_HOMO (alpha / beta): -5.92 / -7.20 eV
- Spin multiplicity: 5
- <S²>: 6.0599
- Kohn-Sham gap (alpha / beta): 5.45 / 5.38 eV

Geometry as XYZ:
```
93
Properties=species:S:1:pos:R:3:mulliken_spin:R:1
Fe -0.677 2.143 -0.179 2.0966
C -1.985 -1.510 4.848 0.0166
C -3.230 -0.871 4.777 0.0416
C -3.579 -0.119 3.671 0.0221
C -2.656 -0.015 2.637 0.1067
C -2.667 0.703 1.391 0.2147
N -1.479 0.522 0.734 -0.0791
C -0.751 -0.381 1.449 0.2616
N 1.110 -1.294 -0.199 0.0003
C 1.434 -0.079 -0.938 -0.0566
C 2.831 -0.085 -1.452 0.0168
C 3.602 -1.094 -1.988 -0.0080
C 4.892 -0.769 -2.386 0.0165
C 5.388 0.526 -2.237 -0.0083
C 4.606 1.531 -1.687 0.0233
C 3.320 1.196 -1.297 -0.0168
C 2.221 2.005 -0.764 0.0598
N 2.428 3.282 -0.546 0.0430
C 1.455 4.153 -0.339 0.1375
N 0.116 3.917 -0.428 -0.0905
C -0.526 5.133 -0.353 0.2631
N -1.832 5.340 -0.523 -0.0540
C -2.674 4.357 -0.443 0.1332
N -2.390 3.080 -0.010 -0.0078
C -3.583 2.443 0.212 0.0542
N -3.726 1.382 0.939 0.0580
C -4.686 3.272 -0.285 0.0296
C -6.049 3.066 -0.383 0.0100
C -6.828 4.107 -0.870 0.0220
C -6.256 5.326 -1.230 -0.0033
C -4.888 5.535 -1.127 0.0369
C -4.112 4.488 -0.665 0.0269
C 0.436 6.184 -0.146 0.0675
C 0.322 7.556 0.051 0.0541
C 1.483 8.273 0.272 -0.0015
C 2.738 7.649 0.281 0.0496
C 2.859 6.287 0.076 0.0045
C 1.692 5.561 -0.121 0.0840
N 1.102 1.265 -0.576 0.0542
C -1.409 -0.665 2.696 -0.0211
C -1.068 -1.425 3.816 0.0442
H -1.734 -2.080 5.734 0.0005
H -3.920 -0.968 5.605 0.0032
H -4.534 0.385 3.606 0.0052
H 3.212 -2.098 -2.095 -0.0004
H 5.524 -1.530 -2.827 0.0010
H 6.396 0.748 -2.564 0.0000
H 4.969 2.542 -1.562 0.0013
H -6.491 2.122 -0.089 0.0019
H -7.897 3.974 -0.972 0.0019
H -6.894 6.122 -1.594 0.0005
H -4.433 6.479 -1.396 0.0021
H -0.646 8.041 0.030 0.0053
H 1.427 9.340 0.446 0.0017
H 3.624 8.248 0.453 0.0042
H 3.819 5.787 0.065 0.0042
H -0.106 -1.919 3.892 0.0138
Cl 0.422 -6.211 -4.932 0.0000
C 0.240 -5.776 -3.267 0.0000
C 1.058 -4.807 -2.713 -0.0011
C 0.915 -4.477 -1.376 -0.0055
C -0.039 -5.100 -0.578 0.0003
C -0.208 -4.713 0.876 0.0070
C -1.245 -3.584 1.027 -0.0091
N -0.883 -2.391 0.311 0.0520
C -1.488 -1.984 -0.868 -0.0199
C -0.807 -1.181 -1.704 0.0275
N 0.570 -1.075 -1.519 0.0270
C 0.120 -1.453 0.858 0.1249
O 0.977 -4.218 1.455 0.0053
C 2.078 -5.114 1.529 -0.0001
C 3.285 -4.422 0.964 0.0004
C 3.800 -3.268 1.473 0.0000
Cl 3.247 -2.431 2.859 0.0000
S 5.107 -2.651 0.536 0.0001
C 4.984 -3.971 -0.553 0.0000
C 3.981 -4.819 -0.214 0.0000
C -0.857 -6.059 -1.171 -0.0007
Cl -2.106 -6.848 -0.255 0.0000
C -0.727 -6.407 -2.505 0.0006
H 1.796 -4.315 -3.333 -0.0001
H 1.539 -3.710 -0.935 0.0026
H -0.578 -5.584 1.428 -0.0017
H -1.340 -3.358 2.091 0.0087
H -2.204 -3.955 0.664 0.0019
H -2.511 -2.292 -1.044 0.0022
H -1.212 -0.759 -2.610 0.0007
H 0.657 -1.936 1.669 0.0289
H 1.882 -6.025 0.959 -0.0001
H 2.239 -5.381 2.578 -0.0001
H 5.660 -4.033 -1.391 -0.0001
H 3.724 -5.705 -0.778 0.0000
H -1.371 -7.156 -2.942 0.0000
```